1.
Molecular formula: C10H8N2
Method: DFT, ωB97M-V with the def2-TZVPD basis set

Geometry as XYZ:
```
20
Properties=species:S:1:pos:R:3:lowdin_spin:R:1
C -1.04 1.25 2.45 0.154
C -1.22 1.43 1.16 0.090
C -0.18 0.25 3.01 0.074
C -0.73 0.44 0.21 0.174
C 0.08 -0.55 0.87 0.107
C -1.04 0.46 -1.09 0.397
C -0.39 0.06 -2.31 0.051
C 0.42 -1.69 0.30 0.257
C 0.93 0.04 -2.43 0.211
C 2.20 -0.03 -2.40 0.046
N 0.42 -0.60 2.24 0.141
N 0.87 -2.58 -0.36 0.200
H -1.30 2.01 3.16 0.010
H -2.01 2.11 0.89 0.000
H -0.01 0.23 4.09 0.002
H -1.95 0.95 -1.39 0.019
H -1.17 -0.16 -3.08 0.005
H 2.65 -0.85 -1.83 0.019
H 2.98 0.67 -2.78 0.014
H 0.49 -3.44 -0.73 0.031
```

Summary:
Spin multiplicity: 3
⟨S²⟩: 2.033
Orbital gap (spin up / spin down) in eV: 6.30 / 7.81

2.
Molecular formula: C14H19AsBr2CaN3O4
Method: DFT, ωB97M-V with the def2-TZVPD basis set

Geometry as XYZ:
```
44
Properties=species:S:1:pos:R:3:mulliken_charge:R:1
Ca -0.83 -0.51 0.10 2.062
Br -0.16 -5.48 -1.02 -0.160
C 1.25 -4.26 -0.98 -0.341
C 2.60 -4.60 -1.03 -0.394
C 3.56 -3.94 -0.33 -0.152
Br 5.19 -4.83 -0.12 -0.170
C 3.24 -2.62 0.26 0.544
C 4.25 -1.73 0.60 -0.390
C 3.87 -0.54 1.22 -0.656
C 2.53 -0.33 1.43 -0.464
N 1.54 -1.04 0.87 -0.454
C 1.86 -2.13 0.16 0.236
C 0.88 -2.95 -0.57 0.858
O -0.23 -2.37 -0.92 -1.011
H 2.90 -5.52 -1.58 0.408
H 5.30 -1.87 0.29 0.386
H 4.57 0.30 1.39 0.330
H 2.22 0.53 2.03 0.538
C -5.41 1.21 0.00 -0.640
O -5.30 -0.22 0.31 -0.366
C -4.06 -0.64 0.61 0.682
O -3.05 0.09 0.37 -0.753
N -4.05 -1.92 1.13 -0.231
N -2.74 -2.54 1.05 -0.336
H -6.44 1.43 0.32 0.261
H -5.24 1.33 -1.07 0.285
H -4.76 1.82 0.61 0.285
H -4.90 -2.47 0.85 0.284
H -2.72 -3.39 0.45 0.234
H -2.52 -2.73 2.00 0.246
C -0.24 4.06 -2.13 -1.151
As 0.30 3.10 -0.49 0.755
C 2.30 3.29 -0.48 -1.031
C -0.53 4.21 0.88 -1.021
O -0.21 1.44 -0.67 -0.927
H -0.06 5.14 -2.05 0.395
H -1.32 3.74 -2.37 0.326
H 0.45 3.70 -2.91 0.389
H 2.56 4.24 -1.01 0.373
H 2.70 2.37 -0.95 0.308
H 2.69 3.29 0.51 0.400
H 0.25 5.02 1.03 0.358
H -0.80 3.70 1.82 0.347
H -1.44 4.66 0.40 0.354
```

Summary:
Total charge: +1
Spin multiplicity: 1
Relative energy (zero: lowest compared OMol25 entry of this formula, charge and spin) in kJ/mol: 27.71
Orbital gap in eV: 6.60